The following is a DFT calculation (ωB97M-V with the def2-TZVPD basis set) of a 2-piece molecular cluster, C3H3F3 overall at a distorted geometry.

Output
* strongest force on any atom: 3.79 eV Å⁻¹
* gap between HOMO and LUMO (spin up / spin down): 8.6973 / 8.8013 eV

Last columns: bonded neighbours and bond lengths (Å).
CARTESIAN COORDINATES (ANGSTROEM)
1 C 1.55040 0.12517 0.06906  C2 1.305, C3 1.449
2 C 2.75208 -0.35407 -0.10024  C1 1.305, F5 1.344, F6 1.299
3 C 0.10966 0.16267 -0.08545  C1 1.449, H7 1.183, H8 1.020, H9 1.044
4 F 1.63558 2.39289 0.19923  no bonds
5 F 3.90347 0.33538 -0.03533  C2 1.344
6 F 3.05465 -1.61386 -0.00491  C2 1.299
7 H -0.39498 -0.90637 -0.04917  C3 1.183
8 H 0.03559 0.47218 -1.05503  C3 1.020
9 H -0.36475 0.82609 0.56613  C3 1.044